(1)
Formula: C32H32Cl6N6
Source: the Open Molecules 2025 dataset
Level of theory: ωB97M-V/def2-TZVPD

Each line ends with the Mulliken charge.
Positions of all 76 atoms, in Å:
Cl1 18.077 16.101 17.616  -0.09
C1 18.962 14.587 17.325  0.40
Cl2 20.659 14.819 17.132  -0.14
Cl3 18.236 13.683 15.951  -0.15
H1 18.720 13.951 18.166  -0.05
Cl4 15.320 15.708 19.673  -0.13
C2 14.661 15.989 18.060  0.80
Cl5 13.009 16.561 18.187  -0.12
Cl6 14.719 14.505 17.084  0.14
H2 15.262 16.710 17.518  -0.71
C3 12.963 12.441 12.037  -0.23
C4 12.744 11.071 12.016  -0.36
C5 13.218 10.362 13.120  -0.23
N1 13.913 10.909 14.110  -0.45
C6 14.146 12.228 14.076  -0.26
C7 13.686 13.038 13.040  -0.58
H3 12.540 12.953 11.178  0.34
H4 12.237 10.514 11.243  0.39
H5 12.954 9.312 13.182  0.34
H6 14.698 12.595 14.928  0.60
H7 13.768 14.114 13.122  0.40
C8 10.759 20.334 18.105  -0.39
C9 11.295 19.184 18.694  -0.36
C10 12.344 19.365 19.579  -0.31
N2 12.930 20.544 19.851  -0.55
C11 12.408 21.609 19.264  -0.16
C12 11.334 21.554 18.372  -0.32
H8 10.005 20.203 17.337  0.37
H9 10.934 18.194 18.461  0.43
H10 12.830 18.551 20.103  0.57
H11 12.836 22.583 19.481  0.35
H12 11.042 22.460 17.859  0.37
C13 14.880 12.190 20.583  -0.41
C14 14.289 12.008 19.348  -0.04
C15 14.902 11.114 18.466  -0.31
N3 16.078 10.531 18.696  -0.60
C16 16.563 10.668 19.941  -0.35
C17 16.006 11.458 20.938  -0.53
H13 14.473 12.910 21.285  0.46
H14 13.462 12.612 19.012  0.31
H15 14.469 11.051 17.473  0.60
H16 17.496 10.139 20.092  0.41
H17 16.451 11.441 21.921  0.47
C18 14.261 19.287 15.471  -0.57
C19 15.449 18.902 14.896  -0.53
C20 16.522 18.648 15.770  -0.21
N4 16.506 18.900 17.075  -0.45
C21 15.329 19.312 17.596  -0.52
C22 14.209 19.542 16.856  0.54
H18 13.410 19.559 14.859  0.42
H19 15.553 18.601 13.863  0.41
H20 17.461 18.236 15.419  0.36
H21 15.357 19.621 18.637  0.44
H22 13.295 20.004 17.205  0.16
C23 10.594 12.542 17.914  -0.47
C24 11.470 12.440 16.846  0.37
C25 10.914 12.194 15.598  -0.11
N5 9.605 12.058 15.395  -0.56
C26 8.802 11.994 16.460  -0.27
C27 9.253 12.229 17.756  -0.52
H23 10.918 12.804 18.916  0.37
H24 12.522 12.614 17.024  0.03
H25 11.571 12.064 14.747  0.43
H26 7.792 11.674 16.239  0.38
H27 8.530 12.337 18.553  0.38
C28 19.242 14.145 23.334  -0.23
C29 18.088 14.276 22.568  -0.86
C30 18.206 14.198 21.195  0.24
N6 19.386 14.149 20.565  -0.11
C31 20.484 14.015 21.298  -0.31
C32 20.446 13.967 22.690  -0.47
H28 19.226 14.288 24.407  0.39
H29 17.144 14.383 23.089  0.40
H30 17.300 14.184 20.605  0.24
H31 21.435 13.906 20.792  0.36
H32 21.336 13.905 23.305  0.36

Output
Electronic energy in a.u.: -4328.2038
HOMO in hartree: -0.3491
Relative energy (zero: lowest compared OMol25 entry of this formula, charge and spin) in kcal/mol: 4.4
SMILES: ClC(Cl)Cl.ClC(Cl)Cl.c1ccncc1.c1ccncc1.c1ccncc1.c1ccncc1.c1ccncc1.c1ccncc1
HOMO-LUMO gap in Ha: 0.3655
LUMO energy in eV: 0.447
Charge: 0

***

(2)
Formula: C7H7NO
Source: the Open Molecules 2025 dataset
Level of theory: ωB97M-V/def2-TZVPD

Each line ends with the Mulliken charge.
Positions of all 16 atoms, in Å:
C1 -2.227 -1.114 0.164  -0.95
C2 -0.829 -0.964 -0.050  0.42
N1 0.302 -1.691 -0.081  -0.04
C3 1.566 -0.995 0.017  0.30
O1 2.724 -1.421 -0.010  -0.62
C4 1.110 0.440 0.142  0.18
C5 2.044 1.474 0.162  -0.79
C6 -0.352 0.376 -0.043  0.91
C7 -1.092 1.513 -0.183  -1.00
H1 -2.825 -0.254 0.550  0.18
H2 -2.836 -2.098 0.113  0.23
H3 0.437 -2.640 -0.324  0.23
H4 1.694 2.447 0.056  0.32
H5 3.069 1.014 -0.129  0.24
H6 -2.176 1.346 -0.132  0.22
H7 -0.611 2.567 -0.252  0.17

Output
Electronic energy in a.u.: -400.8287
HOMO in hartree: -0.3040
Relative energy (zero: lowest compared OMol25 entry of this formula, charge and spin) in kcal/mol: 51.5
SMILES: C=C1NC(=O)C(=C)C1=C
HOMO-LUMO gap in Ha: 0.2917
LUMO energy in eV: -0.337
Charge: 0

***

(3)
Formula: C18H56F6O10P
Source: the Open Molecules 2025 dataset
Level of theory: ωB97M-V/def2-TZVPD

Each line ends with the Mulliken charge.
Positions of all 91 atoms, in Å:
P1 -0.104 -0.525 -0.149  -0.12
F1 -0.854 -0.173 1.267  0.40
F2 -1.502 -0.730 -0.924  -0.23
F3 -0.237 1.030 -0.598  0.52
F4 0.623 -0.928 -1.501  0.19
F5 1.329 -0.305 0.580  -0.01
F6 -0.246 -2.120 0.301  -0.17
C1 1.001 -1.595 2.379  0.75
O1 0.946 -1.732 3.819  -0.76
H1 0.621 -2.524 1.954  0.44
H2 0.305 -0.799 2.113  -0.46
H3 1.999 -1.381 1.997  0.13
H4 0.824 -0.860 4.200  0.47
C2 0.561 1.497 2.052  -1.20
O2 0.293 1.993 3.289  -0.67
H5 1.224 0.638 2.153  -0.13
H6 -0.377 1.203 1.582  0.30
H7 1.139 2.167 1.415  1.47
H8 0.028 2.889 3.069  0.49
C3 -0.419 -1.990 -3.084  -1.59
O3 -1.135 -2.283 -1.883  -0.74
H9 -0.746 -2.769 -3.773  0.25
H10 -0.722 -1.047 -3.539  0.55
H11 0.666 -2.014 -2.982  0.43
H12 -0.712 -1.774 -1.187  0.58
C4 1.991 -3.389 0.582  -1.89
C5 1.722 -3.666 -0.906  0.42
C6 0.349 -4.129 -1.337  -1.87
O4 2.031 -2.503 -1.677  -0.81
H13 1.952 -4.269 1.224  0.53
H14 1.304 -2.663 1.017  0.01
H15 3.033 -3.105 0.728  0.40
H16 2.387 -4.468 -1.228  0.51
H17 0.037 -5.040 -0.828  0.42
H18 0.053 -4.307 -2.371  0.36
H19 -0.304 -3.340 -0.964  1.52
H20 1.532 -1.803 -1.250  -0.06
C7 1.092 2.050 -0.979  1.49
C8 1.201 3.586 -0.982  -0.56
C9 0.354 4.294 0.146  -1.17
O5 2.580 3.847 -0.817  -0.72
H21 1.836 1.514 -1.568  -1.47
H22 0.181 1.725 -1.481  0.02
H23 1.087 1.595 0.012  -1.39
H24 0.885 3.918 -1.971  0.43
H25 0.736 5.304 0.295  0.61
H26 0.281 3.776 1.102  0.19
H27 -0.690 4.438 -0.131  0.09
H28 2.962 3.671 -1.681  0.45
C10 2.751 0.064 -0.437  0.09
C11 3.176 0.312 -1.902  1.09
C12 4.195 1.417 -2.067  -1.83
O6 3.980 -0.857 -2.205  -0.78
H29 2.172 -0.858 -0.371  -0.47
H30 2.149 0.933 -0.172  1.17
H31 3.614 -0.042 0.220  0.42
H32 2.376 0.379 -2.639  0.61
H33 5.165 1.211 -1.614  0.43
H34 3.943 2.378 -1.620  0.26
H35 4.445 1.603 -3.112  0.37
H36 3.599 -1.671 -1.868  0.30
C13 -2.349 3.431 -1.318  -1.82
C14 -2.078 2.390 -0.225  2.22
C15 -3.207 2.292 0.753  -1.27
O7 -1.918 1.117 -0.831  -0.90
H37 -1.717 3.235 -2.185  0.36
H38 -2.218 4.455 -0.971  0.40
H39 -3.382 3.319 -1.647  0.46
H40 -1.131 2.660 0.242  -1.62
H41 -3.370 3.186 1.354  0.23
H42 -3.047 1.488 1.472  -0.14
H43 -4.098 2.010 0.191  0.44
H44 -1.090 0.695 -0.591  0.45
C16 -1.712 0.383 2.960  -0.77
C17 -2.465 -0.885 2.393  0.42
C18 -3.939 -1.081 2.885  -1.93
O8 -2.515 -0.655 1.020  -0.62
H45 -0.682 0.342 2.604  0.34
H46 -1.679 0.299 4.047  0.53
H47 -2.212 1.324 2.730  0.19
H48 -1.855 -1.776 2.538  0.27
H49 -4.340 -1.965 2.388  0.43
H50 -4.603 -0.289 2.539  0.31
H51 -4.014 -1.286 3.953  0.36
H52 -1.613 -0.447 0.766  0.54
O9 -3.009 -0.923 -2.613  -0.74
H53 -2.288 -1.413 -2.217  0.57
H54 -3.027 -1.216 -3.524  0.29
O10 -1.738 -3.155 0.730  -0.85
H55 -2.411 -2.689 0.232  0.42
H56 -0.951 -2.621 0.627  0.40

Output
Electronic energy in a.u.: -2410.7080
HOMO in hartree: -0.2082
Relative energy (zero: lowest compared OMol25 entry of this formula, charge and spin) in kcal/mol: 1229.2
HOMO-LUMO gap in Ha: 0.3051
LUMO energy in eV: 2.637
Charge: -1

***

(4)
Formula: C7H8O2
Source: the Open Molecules 2025 dataset
Level of theory: ωB97M-V/def2-TZVPD

Each line ends with the Mulliken charge.
Positions of all 17 atoms, in Å:
C1 1.990 1.223 -0.246  -0.93
C2 0.992 0.530 0.292  0.41
C3 0.823 0.335 1.771  -0.41
O1 -0.527 0.612 2.109  -0.52
C4 -0.170 -0.026 -0.427  0.47
C5 -0.898 -1.187 -0.320  -0.40
C6 -1.774 -1.294 -1.387  -0.47
C7 -1.470 -0.198 -2.146  -0.34
O2 -0.508 0.558 -1.577  -0.33
H1 2.596 1.693 0.537  0.29
H2 2.249 1.199 -1.392  0.25
H3 1.335 1.152 2.425  0.28
H4 1.112 -0.681 2.018  0.27
H5 -0.838 -0.023 2.758  0.31
H6 -0.701 -2.066 0.268  0.38
H7 -2.371 -2.166 -1.636  0.37
H8 -1.842 0.337 -3.047  0.40

Output
Electronic energy in a.u.: -421.9237
HOMO in hartree: -0.2981
Relative energy (zero: lowest compared OMol25 entry of this formula, charge and spin) in kcal/mol: 56.0
SMILES: C=C(CO)c1ccco1
HOMO-LUMO gap in Ha: 0.3286
LUMO energy in eV: 0.831
Charge: 0

***

(5)
Formula: C2H4N3
Source: the Open Molecules 2025 dataset
Level of theory: ωB97M-V/def2-TZVPD

Each line ends with the Mulliken charge.
Positions of all 9 atoms, in Å:
C1 -0.450 1.025 -0.002  0.03
C2 0.771 -1.008 0.020  -0.32
N1 -1.876 -0.772 0.007  -0.44
N2 -1.471 0.282 0.022  0.48
N3 0.681 0.310 0.032  -0.09
H1 -0.632 2.136 -0.064  0.35
H2 -0.252 -1.555 0.079  0.41
H3 1.749 -1.382 -0.113  0.28
H4 1.481 0.964 0.019  0.29

Output
Electronic energy in a.u.: -242.4857
HOMO in hartree: -0.5345
Relative energy (zero: lowest compared OMol25 entry of this formula, charge and spin) in kcal/mol: 71.4
HOMO-LUMO gap in Ha: 0.3233
LUMO energy in eV: -5.749
Charge: +1

***

(6)
Formula: C5H28O12
Source: the Open Molecules 2025 dataset
Level of theory: ωB97M-V/def2-TZVPD

Each line ends with the Mulliken charge.
Positions of all 45 atoms, in Å:
O1 0.708 -2.737 -1.106  -0.53
C1 0.772 -1.693 -1.703  -0.25
C2 -0.203 -0.578 -1.298  0.63
C3 -0.657 0.372 -2.411  -0.96
C4 -0.712 1.813 -1.903  0.01
C5 -1.831 1.990 -0.885  -0.04
O2 -1.548 2.322 0.246  -0.67
H1 1.457 -1.360 -2.494  0.29
H2 -1.047 -1.044 -0.785  -0.04
H3 0.184 0.051 -0.492  0.10
H4 -0.094 0.341 -3.345  0.44
H5 -1.675 0.151 -2.737  0.43
H6 0.197 2.198 -1.452  -0.40
H7 -0.860 2.588 -2.668  0.49
H8 -2.796 1.822 -1.370  0.42
O3 2.113 -1.474 1.246  -0.65
H9 1.205 -1.221 1.059  0.32
H10 2.566 -0.691 1.588  0.31
O4 -1.606 -2.320 1.934  -0.61
H11 -1.551 -2.611 2.848  0.26
H12 -0.836 -2.766 1.511  0.41
O5 3.189 0.600 -0.252  -0.50
H13 3.712 1.001 -0.952  0.32
H14 3.534 -0.205 0.136  0.25
O6 2.646 1.413 2.354  -0.63
H15 2.867 1.831 1.519  0.33
H16 1.956 1.957 2.742  0.29
O7 -3.336 -0.002 -0.034  -0.58
H17 -3.655 -0.903 -0.128  0.23
H18 -3.268 0.245 0.906  0.36
O8 -2.392 -3.439 -0.542  -0.67
H19 -2.807 -3.317 0.312  0.36
H20 -1.487 -3.130 -0.485  0.22
O9 0.801 3.265 1.374  -0.64
H21 0.039 2.846 0.927  0.45
H22 1.029 4.037 0.851  0.28
O10 0.622 -3.705 1.590  -0.70
H23 0.756 -3.677 0.629  0.42
H24 1.478 -3.385 1.902  0.31
O11 -2.355 0.882 2.308  -0.66
H25 -1.932 0.428 3.041  0.28
H26 -1.746 1.521 1.923  0.38
O12 2.306 2.254 -2.345  -0.63
H27 2.113 1.422 -1.902  0.24
H28 2.145 2.907 -1.656  0.32

Output
Electronic energy in a.u.: -1110.1558
HOMO in hartree: -0.3860
Relative energy (zero: lowest compared OMol25 entry of this formula, charge and spin) in kcal/mol: 16.2
SMILES: O=CCCCC=O.O.O.O.O.O.O.O.O.O.O
HOMO-LUMO gap in Ha: 0.3889
LUMO energy in eV: 0.078
Charge: 0

***

(7)
Formula: C4H12S2
Source: the Open Molecules 2025 dataset
Level of theory: ωB97M-V/def2-TZVPD

Each line ends with the Mulliken charge.
Positions of all 18 atoms, in Å:
C1 -0.801 2.369 -0.876  -0.75
S1 -2.097 2.045 0.387  -0.09
C2 -1.004 1.133 1.548  -0.50
H1 -1.226 3.166 -1.491  0.29
H2 0.189 2.685 -0.550  0.28
H3 -0.799 1.427 -1.420  0.19
H4 -0.058 1.655 1.674  0.27
H5 -0.814 0.110 1.199  -0.07
H6 -1.514 0.999 2.503  0.32
C3 1.557 -1.240 0.883  -0.63
S2 0.130 -2.333 0.310  -0.12
C4 0.243 -2.235 -1.520  -0.76
H7 2.103 -0.773 0.068  0.27
H8 1.098 -0.474 1.490  0.14
H9 2.169 -1.891 1.491  0.31
H10 -0.748 -2.247 -1.974  0.30
H11 0.818 -3.077 -1.911  0.30
H12 0.755 -1.319 -1.813  0.22

Output
Electronic energy in a.u.: -955.9375
HOMO in hartree: -0.3084
Relative energy (zero: lowest compared OMol25 entry of this formula, charge and spin) in kcal/mol: 16.9
SMILES: CSC.CSC
HOMO-LUMO gap in Ha: 0.3410
LUMO energy in eV: 0.889
Charge: 0